1.
A 2-piece molecular cluster, C33H30F3NO10S3 overall at a distorted geometry. Source: OMol25; level of theory: the ωB97M-V functional and the def2-TZVPD basis.

Structure (ORCA input):
```
! wB97M-V def2-TZVPD RIJCOSX def2/J DEFGRID3
* xyz 0 1
C 6.774 1.227 -0.512
C 5.739 2.427 -0.683
C 4.246 1.968 -0.516
C 3.455 1.683 -1.746
C 4.010 1.813 -3.199
C 4.172 3.393 -3.485
C 5.331 1.003 -3.482
C 5.546 1.032 -5.068
C 2.049 1.261 -1.563
C 1.118 0.895 -2.778
C 0.431 2.147 -3.428
O -0.019 2.003 -4.543
C 1.417 1.153 -0.233
C 2.236 1.438 0.958
C 3.655 1.826 0.833
S 4.565 2.100 2.376
O 4.274 1.008 3.309
O 6.017 2.155 2.227
C 4.083 3.754 3.151
F 3.122 4.403 2.430
F 3.719 3.578 4.451
F 5.171 4.589 3.175
C 1.502 1.307 2.321
O 1.695 2.004 3.286
C 0.388 0.217 2.438
C 0.111 -0.513 3.659
C -0.984 -1.496 3.707
C -1.834 -1.776 2.557
C -3.034 -2.762 2.535
C -2.869 -4.029 3.465
C -3.213 -3.745 4.993
S -4.151 -5.086 5.794
O -3.744 -6.379 5.267
O -3.995 -4.963 7.245
O -5.772 -4.932 5.501
C -1.513 -1.046 1.305
N -2.355 -1.311 0.115
C -3.324 -0.557 0.268
S -4.727 0.174 0.550
C -0.439 -0.079 1.243
C -0.073 0.757 -0.026
O -0.980 1.084 -0.759
H 7.490 1.260 -1.382
H 6.247 0.237 -0.536
H 7.387 1.373 0.408
H 5.897 3.212 0.110
H 5.935 2.932 -1.656
H 3.267 1.468 -3.970
H 3.585 3.649 -4.411
H 3.724 3.953 -2.619
H 5.238 3.669 -3.677
H 6.254 1.496 -3.068
H 5.331 -0.039 -3.071
H 6.286 0.275 -5.420
H 6.012 2.040 -5.277
H 4.574 1.028 -5.622
H 1.692 0.391 -3.606
H 0.327 0.148 -2.488
H 0.342 3.152 -2.930
H 0.718 -0.342 4.575
H -1.195 -2.032 4.657
H -3.282 -3.085 1.490
H -3.958 -2.222 2.902
H -3.641 -4.773 3.112
H -1.850 -4.470 3.333
H -2.230 -3.656 5.531
H -3.828 -2.809 5.084
H -6.229 -5.497 6.157
C -8.889 -2.069 -3.657
C -8.321 -2.613 -2.582
C -7.378 -1.842 -1.739
O -6.859 -2.338 -0.760
C -7.093 -0.444 -2.137
C -7.660 0.099 -3.212
C -8.603 -0.671 -4.055
O -9.123 -0.176 -5.034
H -9.580 -2.617 -4.285
H -8.519 -3.632 -2.277
H -6.402 0.104 -1.509
H -7.462 1.119 -3.517
*
```

## Properties
E_HOMO: -9.76 eV
maximum force: 4.862 eV/Å
E_LUMO: -1.59 eV
Kohn-Sham gap: 8.175 eV

***

2.
C26H64F8N2O34S12V as an isolated structure at a distorted geometry. Source: OMol25; level of theory: the ωB97M-V functional and the def2-TZVPD basis.

Structure (ORCA input):
```
! wB97M-V def2-TZVPD RIJCOSX def2/J DEFGRID3
* xyz -1 1
O -17.328 -8.397 15.482
V -16.038 -9.114 16.087
O -16.095 -8.822 17.661
N -14.733 -1.905 7.819
S -14.081 -2.904 8.733
O -14.434 -2.839 10.134
O -12.729 -3.319 8.434
F -14.936 -4.088 8.038
S -13.561 -0.704 8.339
O -12.324 -0.778 7.604
O -13.662 -0.086 9.641
F -14.341 0.390 7.469
C -15.249 -11.704 11.008
F -16.291 -11.026 11.543
F -15.236 -13.023 11.330
F -15.392 -11.634 9.659
S -13.550 -10.978 11.609
O -12.606 -11.552 10.637
O -13.734 -9.534 11.441
N -13.486 -11.379 13.278
S -12.224 -12.268 13.299
O -12.382 -13.527 12.564
O -11.035 -11.502 12.922
C -12.096 -12.795 15.159
F -12.887 -12.011 15.889
F -12.615 -14.030 15.210
F -10.838 -12.748 15.618
O -10.397 -8.574 25.811
S -11.041 -8.620 24.517
O -10.218 -8.576 23.308
O -12.023 -9.858 24.484
C -12.592 -10.306 23.209
C -13.366 -11.601 23.480
C -12.299 -7.214 24.499
H -11.786 -10.725 22.608
H -13.206 -9.601 22.648
H -14.326 -11.522 23.990
H -12.735 -12.254 24.082
H -13.582 -12.203 22.597
H -12.899 -7.298 23.593
H -11.836 -6.247 24.694
H -12.899 -7.561 25.341
O -1.816 -9.429 19.198
S -2.871 -8.528 18.818
O -2.924 -7.133 19.345
O -2.997 -8.489 17.189
C -3.861 -7.519 16.559
C -3.945 -7.996 15.143
C -4.616 -9.249 19.003
H -3.380 -6.541 16.539
H -4.861 -7.371 16.968
H -4.811 -8.648 15.025
H -3.017 -8.510 14.891
H -4.040 -7.160 14.450
H -5.315 -8.439 19.209
H -4.601 -9.800 19.943
H -4.893 -9.735 18.067
O -4.623 -16.726 18.239
S -5.526 -17.854 18.255
O -6.634 -17.984 19.201
O -6.066 -18.117 16.711
C -7.063 -19.092 16.596
C -7.111 -19.547 15.160
C -4.488 -19.420 18.359
H -8.029 -18.708 16.923
H -6.741 -19.967 17.161
H -6.129 -19.998 15.017
H -7.319 -18.730 14.469
H -7.870 -20.313 14.999
H -3.661 -19.339 19.064
H -3.988 -19.549 17.399
H -5.165 -20.227 18.637
O -20.537 -4.666 7.769
S -21.441 -5.531 8.514
O -22.879 -5.222 8.422
O -21.188 -7.079 8.022
C -22.060 -8.145 8.394
C -23.319 -8.149 7.535
C -20.895 -5.646 10.275
H -22.114 -8.169 9.482
H -21.490 -9.058 8.222
H -23.944 -7.284 7.757
H -23.901 -9.054 7.708
H -23.134 -8.072 6.464
H -21.697 -6.129 10.832
H -20.602 -4.677 10.682
H -20.047 -6.331 10.291
O -11.717 -19.738 5.526
S -11.176 -18.731 6.460
O -9.819 -18.876 7.095
O -11.289 -17.259 5.878
C -12.367 -16.944 4.977
C -13.071 -15.609 5.344
C -12.325 -18.476 7.897
H -13.156 -17.697 5.002
H -11.869 -16.811 4.017
H -13.183 -15.636 6.428
H -14.032 -15.421 4.865
H -12.422 -14.763 5.121
H -13.318 -18.657 7.486
H -12.042 -17.497 8.285
H -12.093 -19.208 8.670
O -9.240 -6.250 17.257
S -10.029 -5.251 16.517
O -11.450 -5.538 16.280
O -9.872 -3.764 17.172
C -8.699 -3.228 17.817
C -8.961 -1.970 18.607
C -9.229 -4.920 14.900
H -7.894 -2.977 17.126
H -8.305 -4.026 18.447
H -8.090 -1.347 18.813
H -9.273 -2.300 19.598
H -9.653 -1.258 18.159
H -8.215 -4.567 15.088
H -9.858 -4.192 14.389
H -9.222 -5.832 14.302
O -6.479 -9.113 8.161
S -6.644 -9.673 6.831
O -5.841 -9.153 5.763
O -6.440 -11.392 6.893
C -7.001 -12.079 8.011
C -6.490 -13.487 8.019
C -8.367 -9.611 6.242
H -8.089 -12.106 8.064
H -6.717 -11.590 8.942
H -6.771 -13.937 8.971
H -5.421 -13.449 7.810
H -7.045 -13.971 7.215
H -8.949 -9.464 7.151
H -8.641 -10.585 5.836
H -8.574 -8.742 5.618
O -15.657 -7.939 1.975
S -16.913 -7.435 1.495
O -17.476 -6.287 2.153
O -16.743 -7.257 -0.148
C -17.694 -6.456 -0.932
C -17.381 -6.553 -2.408
C -18.136 -8.909 1.536
H -17.663 -5.454 -0.505
H -18.691 -6.789 -0.643
H -17.364 -7.559 -2.827
H -16.459 -6.034 -2.672
H -18.201 -6.083 -2.952
H -17.682 -9.718 0.965
H -19.058 -8.482 1.140
H -18.355 -9.073 2.591
*
```

## Properties
E_HOMO: -6.31 eV
maximum force: 7.048 eV/Å
energy above the lowest of the compared OMol25 structures with the same formula, charge and spin: 27.4 kcal/mol
E_LUMO: -4.91 eV
Kohn-Sham gap: 1.403 eV

***

3.
An isolated ion of composition C10H22N3O2 and charge +1 at a distorted geometry. Source: OMol25; level of theory: the ωB97M-V functional and the def2-TZVPD basis.

Structure (ORCA input):
```
! wB97M-V def2-TZVPD RIJCOSX def2/J DEFGRID3
* xyz 1 3
C 0.249 1.142 1.955
C 0.267 -0.878 0.854
C -0.173 -2.620 2.610
C 1.897 2.824 -1.279
C -0.149 -2.228 -3.186
C -1.725 2.581 2.128
C 0.079 -2.316 1.139
C 1.928 1.336 -0.986
C -0.702 -0.894 -2.702
C 0.379 -0.469 -0.625
N 0.684 -0.054 1.750
N -1.016 1.421 1.646
N -1.711 0.427 0.982
O 0.582 0.908 -0.757
O -0.796 -0.834 -1.271
H 0.840 1.862 2.499
H 0.614 -2.197 3.229
H -0.192 -3.694 2.762
H -1.125 -2.208 2.931
H 1.275 3.018 -2.149
H 1.489 3.367 -0.430
H 2.904 3.178 -1.478
H -0.115 -2.233 -4.270
H 0.861 -2.398 -2.813
H -0.787 -3.042 -2.851
H -2.133 3.140 1.281
H -2.549 2.283 2.783
H -1.046 3.224 2.684
H -0.743 -2.666 0.509
H 0.976 -2.850 0.802
H 2.538 1.119 -0.099
H 2.348 0.783 -1.838
H -1.728 -0.760 -3.054
H -0.094 -0.055 -3.060
H 1.249 -1.020 -1.033
H -1.736 0.527 -0.031
H -2.638 0.278 1.369
*
```

## Properties
E_HOMO (alpha / beta): -9.66 / -13.68 eV
maximum force: 2.687 eV/Å
energy above the lowest of the compared OMol25 structures with the same formula, charge and spin: 0.0 kcal/mol
E_LUMO (alpha / beta): -2.64 / -7.08 eV
Kohn-Sham gap (alpha / beta): 7.028 / 6.602 eV

***

4.
A 3-piece molecular cluster, C25H58BN4O10 overall at a distorted geometry. Source: OMol25; level of theory: the ωB97M-V functional and the def2-TZVPD basis.

Structure (ORCA input):
```
! wB97M-V def2-TZVPD RIJCOSX def2/J DEFGRID3
* xyz -1 1
C 8.139 2.456 0.632
O 7.409 1.625 -0.367
C 6.684 2.473 -1.333
C 5.149 1.906 -1.677
C 4.227 1.769 -0.329
C 2.631 1.383 -0.650
C 1.836 2.811 -0.731
C 0.201 2.713 -0.619
B -0.449 1.439 -1.496
O -1.775 0.919 -1.098
O 0.194 0.826 -2.675
C -0.367 4.070 -1.423
O -1.646 3.974 -1.874
O 0.431 5.294 -1.627
N -0.358 2.829 0.778
N -0.301 4.125 1.268
C 0.188 1.810 1.743
C 1.494 2.340 2.627
C 2.556 1.144 3.012
C 1.858 -0.260 3.503
O 1.949 -1.214 2.380
C 0.674 -1.910 2.140
H 7.393 2.672 1.518
H 9.054 1.870 1.122
H 8.576 3.450 0.188
H 7.335 2.529 -2.331
H 6.651 3.585 -0.923
H 4.680 2.722 -2.397
H 5.251 0.891 -2.249
H 4.303 2.800 0.265
H 4.690 0.920 0.331
H 2.650 0.862 -1.713
H 2.308 0.672 0.219
H 2.298 3.620 0.015
H 2.061 3.254 -1.817
H -1.794 0.608 -0.146
H 0.018 -0.174 -2.566
H -0.605 4.177 2.267
H 0.634 4.569 1.137
H -0.668 1.632 2.556
H 0.417 0.754 1.296
H 1.062 2.735 3.667
H 2.048 3.252 2.147
H 3.323 0.879 2.161
H 3.216 1.574 3.909
H 2.548 -0.701 4.368
H 0.772 -0.123 3.921
H 0.106 -1.453 1.196
H 0.926 -3.029 1.830
H -0.034 -1.973 3.069
C -2.004 -4.157 3.790
O -0.605 -4.247 4.034
C -0.265 -4.191 5.427
C 0.206 -5.565 5.932
N -0.902 -6.522 6.001
C -0.479 -7.914 6.185
C 0.424 -8.542 5.101
O -0.225 -8.750 3.845
C -0.295 -7.598 3.019
H -2.148 -3.987 2.721
H -2.504 -5.091 4.054
H -2.452 -3.322 4.338
H -1.085 -3.792 6.040
H 0.573 -3.491 5.511
H 0.646 -5.452 6.930
H 0.988 -5.910 5.252
H -1.442 -6.467 5.141
H -1.397 -8.514 6.247
H 0.019 -8.004 7.157
H 0.704 -9.541 5.456
H 1.368 -8.001 4.967
H 0.577 -6.947 3.133
H -1.216 -7.050 3.224
H -0.342 -7.926 1.976
C -6.013 4.879 -6.884
O -4.614 4.789 -6.641
C -4.274 4.845 -5.247
C -3.804 3.471 -4.743
N -4.911 2.514 -4.674
C -4.488 1.122 -4.489
C -3.585 0.495 -5.573
O -4.234 0.286 -6.829
C -4.305 1.438 -7.656
H -6.157 5.049 -7.953
H -6.513 3.945 -6.620
H -6.462 5.714 -6.336
H -5.095 5.245 -4.635
H -3.436 5.545 -5.163
H -3.364 3.585 -3.744
H -3.021 3.126 -5.422
H -5.452 2.569 -5.534
H -5.407 0.522 -4.428
H -3.991 1.032 -3.517
H -3.306 -0.505 -5.219
H -2.642 1.035 -5.708
H -3.433 2.089 -7.542
H -5.226 1.986 -7.450
H -4.352 1.111 -8.699
*
```

## Properties
E_HOMO: -4.45 eV
maximum force: 7.865 eV/Å
E_LUMO: 2.03 eV
Kohn-Sham gap: 6.481 eV